Record 1
A gas-phase ion, C4H7Br3NO (charge +1). Source: the Open Molecules 2025 dataset; level of theory: the ωB97M-V functional and the def2-TZVPD basis.

CARTESIAN COORDINATES (ANGSTROEM)
Br: 0.559 2.318 -1.564
C: 1.615 1.148 -0.153
Br: 2.089 2.055 1.507
Br: 3.229 0.440 -1.173
C: 0.721 0.016 0.377
N: 0.017 -0.882 -0.681
C: -1.298 -1.121 -0.176
C: -1.563 0.157 0.678
O: -0.291 0.526 1.178
H: 1.538 -0.633 0.946
H: 0.597 -1.651 -0.738
H: 0.077 -0.323 -1.533
H: -1.149 -2.079 0.462
H: -2.048 -1.221 -0.936
H: -1.834 1.097 0.210
H: -2.258 0.153 1.596

SMILES: BrC(Br)(Br)[C@@H]1[NH2+]CCO1
HOMO energy, eV: -14.1380
Net charge: +1
HOMO-LUMO gap, eV: 9.74

Record 2
A molecular structure, C27H22NNiO6P. Source: the Open Molecules 2025 dataset; level of theory: the ωB97M-V functional and the def2-TZVPD basis.

CARTESIAN COORDINATES (ANGSTROEM)
Ni: 0.007 0.053 0.261
O: -3.495 -0.684 2.591
C: -2.341 -0.400 1.990
O: -2.213 -0.292 0.787
C: -1.179 -0.253 2.932
C: -1.231 -0.386 4.300
C: -0.021 -0.276 4.994
C: 1.152 -0.070 4.298
C: 1.104 0.050 2.911
N: -0.051 -0.022 2.279
C: 2.330 0.264 2.014
O: 3.403 0.384 2.590
O: 2.059 0.314 0.773
H: -4.162 -0.799 1.896
H: -2.168 -0.577 4.803
H: -0.008 -0.361 6.072
H: 2.113 0.004 4.788
C: 0.063 4.199 4.028
C: -1.156 4.069 3.379
C: -1.208 3.559 2.087
C: -0.042 3.170 1.434
C: 1.182 3.311 2.091
C: 1.232 3.824 3.379
P: -0.078 2.340 -0.201
C: -1.485 3.123 -1.066
C: -2.759 2.596 -0.846
C: -3.871 3.152 -1.461
C: -3.720 4.228 -2.325
C: -2.454 4.735 -2.576
C: -1.342 4.187 -1.952
C: 1.404 2.968 -1.032
C: 1.837 4.288 -0.909
C: 2.975 4.713 -1.575
C: 3.689 3.820 -2.368
C: 3.266 2.506 -2.491
C: 2.128 2.078 -1.820
H: 0.103 4.599 5.034
H: -2.071 4.371 3.872
H: -2.166 3.477 1.590
H: 2.101 3.015 1.599
H: 2.189 3.922 3.873
H: -2.876 1.727 -0.211
H: -4.853 2.735 -1.278
H: -4.585 4.658 -2.812
H: -2.328 5.560 -3.265
H: -0.360 4.587 -2.168
H: 1.288 4.983 -0.284
H: 3.309 5.737 -1.472
H: 4.584 4.150 -2.879
H: 3.829 1.807 -3.094
H: 1.818 1.042 -1.886
C: 1.180 -4.024 -0.345
O: 0.740 -2.943 0.499
C: 0.385 -1.789 -0.104
O: 0.394 -1.687 -1.325
H: 2.249 -4.158 -0.197
H: 0.971 -3.799 -1.387
H: 0.646 -4.919 -0.032

HOMO energy (alpha / beta), eV: -7.3494 / -8.3479
Multiplicity: 3
HOMO-LUMO gap (alpha / beta), eV: 6.92 / 7.94

Record 3
A molecular structure, C5H10O. Source: the Open Molecules 2025 dataset; level of theory: the ωB97M-V functional and the def2-TZVPD basis.

CARTESIAN COORDINATES (ANGSTROEM)
C: 0.159 -0.838 2.145
O: -0.635 -1.239 0.990
C: 0.094 -1.123 -0.265
C: -0.108 -0.344 -2.037
C: 0.413 0.558 -1.036
C: -0.541 1.465 -0.326
H: -0.302 -1.156 3.100
H: 0.238 0.251 2.171
H: 1.174 -1.269 2.129
H: 0.992 -1.701 -0.082
H: -1.126 -0.261 -2.405
H: 0.583 -0.558 -2.890
H: 1.402 1.000 -1.266
H: -0.019 1.812 0.566
H: -1.374 0.825 -0.032
H: -0.943 2.341 -0.852

HOMO energy, eV: -8.0967
HOMO-LUMO gap, eV: 9.03

Record 4
A molecular structure, C24H32N4OPdSSi. Source: the Open Molecules 2025 dataset; level of theory: the ωB97M-V functional and the def2-TZVPD basis.

CARTESIAN COORDINATES (ANGSTROEM)
Pd: 0.062 0.160 -0.018
S: -0.342 -1.745 -3.972
C: -1.693 -0.725 -3.787
C: -1.679 -0.022 -2.614
C: -0.534 -0.320 -1.831
C: 0.266 -1.253 -2.446
C: 1.449 -1.707 -1.757
C: 2.432 -2.557 -2.253
C: 3.538 -2.837 -1.476
C: 3.654 -2.255 -0.218
C: 2.640 -1.434 0.220
N: 1.550 -1.177 -0.512
H: -2.446 -0.697 -4.559
H: -2.479 0.650 -2.339
H: 2.324 -2.976 -3.244
H: 4.313 -3.494 -1.848
H: 4.512 -2.438 0.412
H: 2.683 -0.970 1.196
C: -3.809 1.638 0.529
N: -3.208 2.374 -0.574
C: -4.131 2.962 -1.545
C: -3.488 4.150 -2.223
C: -2.155 3.721 -2.792
N: -1.337 3.078 -1.762
C: 0.075 2.984 -2.090
C: -1.873 2.407 -0.726
O: -1.136 1.834 0.148
H: -4.624 2.227 0.946
H: -3.065 1.464 1.294
H: -4.209 0.680 0.187
H: -5.029 3.258 -1.004
H: -4.427 2.205 -2.278
H: -3.346 4.958 -1.503
H: -4.131 4.521 -3.019
H: -1.594 4.580 -3.162
H: -2.288 3.030 -3.631
H: 0.470 3.984 -2.274
H: 0.216 2.378 -2.988
H: 0.624 2.524 -1.279
C: -0.285 -0.861 4.912
Si: -0.260 -1.038 3.059
C: -1.996 -0.999 2.401
C: 0.679 -2.561 2.568
N: 0.550 0.387 2.138
C: 1.189 1.417 2.582
C: 1.534 1.620 3.987
C: 2.223 2.723 4.379
C: 2.593 3.686 3.418
C: 2.291 3.550 2.053
C: 1.615 2.447 1.636
H: -0.933 -1.671 5.262
H: -0.732 0.067 5.272
H: 0.681 -1.018 5.395
H: -2.499 -1.895 2.776
H: -2.043 -1.023 1.311
H: -2.554 -0.136 2.763
H: 0.197 -3.384 3.105
H: 1.725 -2.551 2.875
H: 0.619 -2.781 1.504
H: 1.249 0.869 4.705
H: 2.492 2.871 5.416
H: 3.137 4.564 3.748
H: 2.600 4.314 1.354
H: 1.352 2.297 0.598

HOMO energy, eV: -13.2784
Net charge: +2
HOMO-LUMO gap, eV: 3.92

Record 5
C3H5NO2 in the gas phase. Source: the Open Molecules 2025 dataset; level of theory: the ωB97M-V functional and the def2-TZVPD basis.

CARTESIAN COORDINATES (ANGSTROEM)
H: -1.785 -0.842 -1.692
N: -1.444 0.101 -1.492
C: -0.728 0.106 -0.447
C: -0.190 1.467 -0.038
O: 0.364 1.744 0.999
O: -0.463 -0.962 0.328
C: 0.926 -0.952 0.711
H: -0.391 2.231 -0.796
H: 1.132 0.035 1.160
H: 1.502 -1.207 -0.192
H: 1.078 -1.722 1.459

SMILES: [H]/N=C(/C=O)OC
HOMO energy, eV: -10.1947
HOMO-LUMO gap, eV: 10.03

Record 6
2 unconnected molecules or ions with the total composition C3H8S2. Source: the Open Molecules 2025 dataset; level of theory: the ωB97M-V functional and the def2-TZVPD basis.

CARTESIAN COORDINATES (ANGSTROEM)
C: 0.178 0.183 4.004
C: 1.147 1.168 3.997
H: 0.263 -0.965 4.167
H: -0.704 0.271 3.321
H: 2.099 1.022 4.490
H: 1.002 2.050 3.332
C: -1.379 -0.568 -0.161
S: 0.407 -0.507 -0.961
S: -0.234 0.234 -2.739
H: -1.067 -0.570 1.001
H: -1.965 0.281 -0.499
H: -1.938 -1.517 -0.234
H: -0.137 -0.898 -3.432

SMILES: C=C.CSS
HOMO energy, eV: -9.1008
HOMO-LUMO gap, eV: 9.73

Record 7
A molecular structure, C47H50N8O2PbS2Se2Si. Source: the Open Molecules 2025 dataset; level of theory: the ωB97M-V functional and the def2-TZVPD basis.

CARTESIAN COORDINATES (ANGSTROEM)
Pb: -0.341 -0.478 0.302
C: -2.439 -5.531 -3.447
C: -1.571 -4.822 -2.446
C: -1.586 -5.172 -1.097
C: -0.868 -4.449 -0.163
C: -0.075 -3.357 -0.524
N: 0.539 -2.530 0.428
C: 1.671 -2.967 1.098
C: 2.269 -4.207 0.832
C: 3.404 -4.646 1.500
C: 4.024 -3.856 2.454
C: 5.292 -4.288 3.142
C: 3.458 -2.612 2.714
C: 2.300 -2.164 2.085
N: 1.735 -0.931 2.467
C: 2.049 -0.258 3.612
C: 1.920 1.069 3.469
C: 1.486 1.368 2.053
N: 1.456 0.035 1.444
C: -0.009 -3.060 -1.893
C: -0.770 -3.757 -2.827
N: 0.905 -2.079 -2.395
C: 1.685 -2.220 -3.490
C: 2.419 -1.067 -3.628
C: 2.015 -0.266 -2.552
N: 1.099 -0.880 -1.818
H: -2.715 -6.525 -3.094
H: -3.362 -4.971 -3.620
H: -1.935 -5.640 -4.409
H: -2.199 -6.005 -0.770
H: -0.920 -4.705 0.888
H: 1.825 -4.846 0.080
H: 3.813 -5.621 1.256
H: 5.388 -5.375 3.141
H: 6.177 -3.881 2.647
H: 5.316 -3.953 4.181
H: 3.950 -1.950 3.418
H: 2.344 -0.811 4.491
H: 2.079 1.814 4.234
H: 0.088 2.717 1.255
H: -0.735 -3.450 -3.868
H: 1.675 -3.134 -4.059
H: 3.148 -0.846 -4.388
H: 2.362 0.715 -2.264
C: -3.139 -2.351 4.191
Se: -2.735 -2.280 2.290
C: -4.289 -1.210 1.768
C: -4.937 -1.747 0.510
Se: -3.737 -1.765 -1.025
C: -3.698 0.158 -1.273
H: -3.239 -1.350 4.602
H: -2.300 -2.847 4.675
H: -4.045 -2.928 4.358
H: -3.981 -0.172 1.641
H: -4.987 -1.250 2.606
H: -5.809 -1.150 0.238
H: -5.260 -2.778 0.648
H: -4.678 0.529 -1.560
H: -2.990 0.354 -2.071
H: -3.345 0.647 -0.364
O: -0.640 0.056 -5.958
S: -1.515 0.829 -5.137
O: -2.898 0.484 -5.026
N: -0.875 0.913 -3.576
C: -0.544 2.113 -3.307
S: 0.261 2.460 -1.778
C: -0.755 3.143 -4.368
C: -0.427 4.488 -4.386
C: -0.708 5.214 -5.538
C: -1.291 4.607 -6.645
C: -1.599 3.252 -6.636
C: -1.321 2.552 -5.482
H: 0.038 4.961 -3.532
H: -0.465 6.267 -5.576
H: -1.496 5.196 -7.529
H: -2.035 2.768 -7.500
C: -0.518 3.700 4.406
Si: -0.994 2.276 3.274
C: -1.254 0.731 4.294
C: -2.582 2.749 2.385
N: 0.148 2.019 1.986
C: 2.471 2.310 1.337
C: 3.267 1.861 0.291
C: 4.157 2.724 -0.341
C: 4.281 4.039 0.083
C: 3.506 4.489 1.147
C: 2.603 3.633 1.760
H: -1.308 3.895 5.139
H: -0.364 4.621 3.835
H: 0.400 3.487 4.960
H: -2.223 0.783 4.801
H: -0.477 0.621 5.052
H: -1.239 -0.164 3.666
H: -3.455 2.588 3.025
H: -2.714 2.146 1.480
H: -2.581 3.802 2.091
H: 3.185 0.821 -0.004
H: 4.767 2.360 -1.160
H: 4.983 4.707 -0.402
H: 3.612 5.508 1.502
H: 1.996 3.992 2.587
N: -3.445 8.036 0.660
C: -2.852 7.136 0.260
C: -2.111 6.011 -0.242
C: -0.735 5.937 -0.034
C: -0.021 4.861 -0.532
C: -0.688 3.850 -1.216
C: -2.068 3.902 -1.391
C: -2.777 4.993 -0.922
H: -0.229 6.727 0.504
H: 1.053 4.803 -0.394
H: -2.588 3.094 -1.890
H: -3.848 5.050 -1.062

HOMO energy, eV: -6.0904
HOMO-LUMO gap, eV: 4.99

Record 8
A molecular structure, C18H11F10IrN4S. Source: the Open Molecules 2025 dataset; level of theory: the ωB97M-V functional and the def2-TZVPD basis.

CARTESIAN COORDINATES (ANGSTROEM)
Ir: -0.647 -0.516 -0.452
C: 0.505 0.115 2.543
N: -0.529 -0.708 1.909
C: -1.872 -0.303 2.318
C: -2.224 1.081 1.738
N: -1.443 1.332 0.551
C: -1.586 2.440 -0.190
C: -0.537 2.820 -1.083
F: 0.603 2.127 -1.048
C: -0.616 3.895 -1.926
F: 0.399 4.212 -2.710
C: -1.780 4.665 -1.939
F: -1.893 5.672 -2.767
C: -2.813 4.370 -1.055
F: -3.902 5.115 -1.054
C: -2.706 3.312 -0.181
F: -3.712 3.071 0.645
C: -0.258 -2.132 2.048
C: 1.023 -2.495 1.295
N: 1.111 -1.792 0.023
C: 2.205 -1.984 -0.740
C: 2.368 -1.442 -2.065
F: 1.405 -0.730 -2.630
C: 3.480 -1.637 -2.839
F: 3.543 -1.113 -4.047
C: 4.543 -2.396 -2.352
F: 5.606 -2.590 -3.084
C: 4.451 -2.950 -1.081
F: 5.451 -3.666 -0.607
C: 3.326 -2.766 -0.316
F: 3.319 -3.342 0.875
H: 0.580 -0.105 3.614
H: 0.273 1.169 2.414
H: 1.475 -0.066 2.084
H: -1.965 -0.273 3.409
H: -2.574 -1.043 1.934
H: -2.037 1.877 2.466
H: -3.296 1.107 1.528
H: -1.101 -2.682 1.630
H: -0.143 -2.418 3.100
H: 1.032 -3.576 1.130
H: 1.895 -2.274 1.914
S: -5.026 -1.378 -2.056
C: -3.532 -1.105 -1.629
N: -2.401 -0.896 -1.318

HOMO energy (alpha / beta), eV: -11.1525 / -11.2323
Net charge: +1
Multiplicity: 6
HOMO-LUMO gap (alpha / beta), eV: 8.46 / 5.20

Record 9
C7H7N3S in the gas phase. Source: the Open Molecules 2025 dataset; level of theory: the ωB97M-V functional and the def2-TZVPD basis.

CARTESIAN COORDINATES (ANGSTROEM)
C: -0.132 -1.670 0.651
C: 0.164 1.027 0.203
C: 0.581 1.202 -1.126
C: 1.558 2.125 -1.458
C: 2.162 2.812 -0.445
C: 1.766 2.688 0.900
C: 0.744 1.792 1.205
H: 0.603 -1.700 -0.146
H: 0.390 -1.691 1.638
H: 0.098 0.638 -1.871
H: 1.923 2.209 -2.487
H: 3.054 3.404 -0.671
H: 2.251 3.164 1.707
H: 0.423 1.712 2.191
N: -1.995 -3.398 -1.440
N: -1.521 -3.093 -0.467
N: -1.037 -2.816 0.647
S: -1.121 -0.153 0.555

HOMO energy, eV: -9.0784
HOMO-LUMO gap, eV: 9.89

Record 10
A molecular structure, C13H26NO2Rb. Source: the Open Molecules 2025 dataset; level of theory: the ωB97M-V functional and the def2-TZVPD basis.

CARTESIAN COORDINATES (ANGSTROEM)
Rb: -1.078 1.858 0.726
C: -3.240 -0.751 0.072
C: -1.891 -1.448 0.277
C: -1.369 -1.586 -1.183
C: 0.123 -1.977 -1.211
C: 1.018 -1.009 -0.384
C: 0.514 -0.816 1.084
N: -0.975 -0.622 1.112
O: -1.564 -0.130 2.357
C: 1.317 0.385 1.647
C: 0.990 -2.093 1.870
C: -2.226 -2.899 0.873
H: -3.767 -0.680 1.023
H: -3.869 -1.473 -0.449
H: -3.109 0.221 -0.404
H: -1.480 -0.671 -1.765
H: -1.829 -2.406 -1.736
H: 0.486 -2.005 -2.238
H: 0.290 -2.968 -0.788
H: 1.084 -0.084 -0.958
H: 2.033 -1.404 -0.335
H: 2.364 0.186 1.878
H: 0.782 0.820 2.491
H: 1.282 1.222 0.949
H: 2.074 -2.113 1.982
H: 0.652 -3.026 1.420
H: 0.606 -2.014 2.887
H: -1.289 -3.401 1.116
H: -2.792 -3.534 0.191
H: -2.697 -2.812 1.852
C: 2.352 3.136 -0.859
C: 1.271 3.812 -1.663
C: 0.065 2.926 -1.450
O: 0.406 2.049 -0.406
C: 1.794 1.805 -0.413
H: 2.676 3.664 0.038
H: 3.235 2.942 -1.467
H: 1.445 3.779 -2.738
H: 1.135 4.842 -1.334
H: -0.156 2.338 -2.341
H: -0.827 3.496 -1.191
H: 1.898 0.931 -1.056
H: 2.264 1.508 0.525

HOMO energy, eV: -5.5051
HOMO-LUMO gap, eV: 5.24

Record 11
C4H7N in the gas phase. Source: the Open Molecules 2025 dataset; level of theory: the ωB97M-V functional and the def2-TZVPD basis.

CARTESIAN COORDINATES (ANGSTROEM)
C: 0.173 1.316 -0.573
C: 0.808 0.141 0.317
C: -0.181 -0.870 0.708
C: -1.198 -1.318 -0.284
N: -1.942 -1.724 -1.088
H: -0.664 1.763 -0.004
H: -0.269 0.696 -1.443
H: 0.862 1.930 -1.068
H: 1.345 0.530 1.212
H: 1.556 -0.279 -0.331
H: -0.801 -0.321 1.533
H: 0.312 -1.864 1.022

SMILES: CCCC#N
HOMO energy, eV: -11.3962
HOMO-LUMO gap, eV: 12.20

Record 12
2 unconnected molecules or ions with the total composition C4H15N2O. Source: the Open Molecules 2025 dataset; level of theory: the ωB97M-V functional and the def2-TZVPD basis.

CARTESIAN COORDINATES (ANGSTROEM)
C: -1.729 -0.544 -1.124
C: -0.697 0.144 -0.246
C: -1.001 -0.082 1.289
C: -0.191 0.938 2.204
N: 1.172 0.645 2.275
N: 0.651 -0.570 -0.521
H: -1.616 -1.627 -1.261
H: -1.439 -0.184 -2.118
H: -2.774 -0.413 -0.882
H: -0.616 1.201 -0.446
H: -2.068 0.031 1.460
H: -0.653 -1.075 1.586
H: -0.674 0.797 3.208
H: -0.450 1.948 1.888
H: 1.319 -0.189 2.859
H: 1.688 1.390 2.773
H: 0.804 -0.609 -1.577
H: 0.395 -1.518 -0.322
H: 1.263 -0.170 0.182
H: 0.624 -0.301 -3.766
H: 2.026 -0.733 -3.525
O: 1.300 -0.234 -3.129

HOMO energy (alpha / beta), eV: -19.5936 / -19.6075
Net charge: +2
Multiplicity: 2
HOMO-LUMO gap (alpha / beta), eV: 12.67 / 6.34